# 1
# C27H30IrNO

C27H30IrNO as an isolated structure (ωB97M-V/def2-TZVPD, the Open Molecules 2025 dataset).

The geometry in XYZ format:
```
60
Properties=species:S:1:pos:R:3:forces:R:3
Ir 1.06709 0.21182 0.04111 -1.935 -1.765 -1.807
O 0.03079 -1.05548 -1.28584 0.507 -0.227 0.810
N 4.95681 1.66481 2.11399 0.405 0.017 -0.803
C 1.28424 -1.62886 1.17452 -0.479 -0.138 0.954
C -0.13128 -1.92524 1.14564 0.676 -0.369 0.666
C 0.13665 -0.02528 2.42472 0.877 -0.148 0.495
C 4.55129 -1.04966 -1.92095 0.010 -0.112 0.242
C 5.28697 2.76480 2.98629 -0.182 0.010 -0.004
C 0.79558 2.24566 0.07562 -0.429 1.295 -0.946
C 1.45989 -0.43439 2.00589 -0.330 -0.864 0.891
C -2.07331 -5.29032 -4.75361 0.017 0.221 0.087
C 3.30575 -1.01692 -1.29212 0.102 0.263 -0.453
C -0.96788 -1.43129 -3.42597 -0.197 0.841 0.120
C 5.24597 0.84696 -0.61266 0.217 -0.325 -0.045
C 5.02134 0.37420 2.74319 -0.056 -0.007 0.225
C 0.76548 1.84982 -1.34389 0.559 0.823 0.851
C -1.40613 1.77173 -0.53746 0.202 -0.212 -0.719
C 3.88314 1.88018 1.15492 0.361 0.425 0.773
C -0.80289 -0.96961 1.93770 0.214 -0.196 -0.445
C 4.00231 0.90077 0.01469 -0.316 0.063 -0.449
C -0.58667 2.16836 0.54034 0.449 0.549 -0.108
C 2.98844 0.04205 -0.43589 1.264 -0.052 0.310
C 0.28294 -1.17598 -2.66802 -0.145 0.268 -0.451
C -0.60631 1.56672 -1.67841 -0.643 0.728 0.164
C -1.37255 -2.69865 -3.82910 -0.369 -1.571 -0.403
C -0.88035 -3.88885 -3.17861 -0.067 0.590 -0.481
C -1.24131 -5.14817 -3.63244 -0.015 0.107 0.020
C -2.57049 -4.15070 -5.40731 -0.001 -0.002 0.192
C 5.52704 -0.11412 -1.57534 -0.074 0.150 -0.260
C -2.26458 -2.88297 -4.93895 0.283 0.120 0.359
H -1.57218 -0.55275 -3.65557 0.059 -0.314 -0.294
H -1.86406 -0.99980 2.17002 0.209 0.186 -0.169
H 0.96360 -2.02987 -2.83833 0.074 0.432 0.124
H -0.06251 0.83245 3.06081 -0.012 -0.285 -0.153
H 1.59409 2.01193 -2.02916 -0.308 -0.008 0.087
H -0.87543 -6.03526 -3.11102 -0.107 0.264 -0.190
H 0.73318 -0.25707 -3.09785 0.200 -0.416 0.285
H 2.89952 1.83534 1.65757 0.077 -0.001 -0.221
H -3.20670 -4.26507 -6.28672 0.165 0.036 0.290
H 6.50622 -0.12856 -2.05716 -0.327 -0.026 0.119
H 4.02313 2.90351 0.77060 -0.200 -0.169 0.107
H 4.75205 -1.81057 -2.67479 0.009 0.096 0.296
H 4.94512 -0.42827 1.99891 0.067 0.132 0.145
H -0.91337 2.44851 1.53802 0.027 -0.131 -0.299
H -0.96370 1.30768 -2.66945 0.068 -0.037 0.320
H -2.34430 -6.28443 -5.10798 0.101 0.270 0.073
H 4.22692 0.23196 3.50170 0.096 -0.073 0.027
H -2.49340 1.67706 -0.52034 0.442 -0.092 0.101
H -0.57714 -2.77500 0.64222 0.036 0.314 0.012
H 6.21743 2.51464 3.50932 -0.170 0.217 -0.087
H 2.09470 -2.27193 0.84510 -0.253 0.129 0.046
H 4.51072 2.96459 3.74527 0.054 0.031 0.003
H -2.64539 -1.98543 -5.43566 0.074 -0.377 0.099
H 2.41767 -0.11298 2.41282 -0.442 -0.062 -0.060
H -0.21524 -3.75393 -2.32040 -0.269 -0.258 -0.246
H 5.98886 0.29839 3.25857 -0.297 -0.179 -0.130
H 1.60437 2.81613 0.51758 -0.359 0.040 -0.018
H 2.55991 -1.78045 -1.49780 0.180 0.179 -0.172
H 6.00589 1.56244 -0.29682 -0.135 -0.269 -0.045
H 5.43264 3.67383 2.39210 0.035 -0.113 0.166
```
Forces are in eV/Å.

**Expectation value of S²**: 8.831
**Kohn-Sham gap (alpha / beta)**: 6.46 / 4.56 eV
**Net charge**: +1
**E_LUMO (alpha / beta)**: -3.05 / -6.35 eV
**Spin multiplicity**: 6

=====

# 2
# C27H30N4O5

One molecule with the formula C27H30N4O5 (ωB97M-V/def2-TZVPD, the Open Molecules 2025 dataset).

The geometry in XYZ format:
```
66
Properties=species:S:1:pos:R:3:forces:R:3
O 2.57621 -0.41644 3.37101 0.050 0.053 0.071
O 0.48272 -0.54408 4.96932 -0.300 0.040 -0.007
O -0.30665 -0.20974 -0.70908 -0.138 -0.284 -0.110
O -2.51107 -0.51837 4.62074 0.168 -0.013 0.161
O -4.90100 0.44541 -3.07909 -0.138 -0.028 -0.127
N 3.19719 0.09842 -0.84406 -0.257 -0.034 0.772
N -1.90353 -0.74495 2.43021 0.197 0.067 -0.101
N 2.70152 -1.11799 -1.10826 -0.178 -0.692 -0.674
N -3.82621 -1.06050 -0.92479 0.027 -0.145 -0.147
C 3.81934 0.81773 -1.87774 0.337 0.307 -0.595
C 5.03656 2.17051 -3.96443 0.001 0.067 -0.056
C -3.47425 -2.21969 -0.12455 -0.078 -0.002 0.112
C 2.98503 0.46030 0.44361 -0.225 -0.209 0.327
C 4.21304 2.85036 -3.08295 0.070 0.042 -0.046
C -0.09924 0.90565 -1.44243 0.182 0.828 -0.189
C 4.62865 0.12809 -2.77373 -0.037 -0.016 0.144
C -0.59566 0.17547 0.55341 -0.271 0.727 0.434
C -5.51442 0.44069 -1.81188 -0.187 -0.152 0.273
C -0.27198 2.00837 -0.65942 0.104 -0.377 -0.347
C 2.26850 -0.57912 1.02225 0.447 0.150 -0.239
C -0.15741 -0.66885 3.92918 0.807 -0.075 -0.145
C -3.23480 -0.66247 1.88423 -0.402 -0.101 0.134
C -3.77384 -2.00075 1.36166 0.105 0.178 -0.163
C 0.28938 0.74643 -2.86803 -0.159 -0.258 0.221
C 0.39364 -0.79757 2.61015 0.205 -0.134 0.272
C 3.45415 1.72010 1.06866 0.037 0.088 0.040
C -3.51640 0.22769 -2.95434 0.351 -0.238 -0.020
C -0.59048 1.53553 0.63841 -0.151 -0.701 0.096
C -5.25988 -0.87043 -1.06802 -0.001 0.318 -0.140
C -0.72347 -0.88746 1.60151 0.429 -0.037 -0.452
C -3.21942 -1.09266 -2.24395 -0.051 0.311 -0.184
C 5.23472 0.80753 -3.81337 -0.022 0.018 0.006
C 3.59555 2.17948 -2.04229 -0.044 -0.195 0.105
C -1.66576 -0.63840 3.76237 -0.606 0.052 0.309
C 1.72739 -0.62053 2.37306 -0.544 -0.066 0.115
C 2.12178 -1.53095 -0.00921 0.330 0.373 0.272
H 2.68178 2.48859 1.01678 -0.008 0.080 -0.024
H 0.68712 1.68212 -3.24971 0.017 0.052 -0.029
H -2.14034 -1.21571 -2.13614 -0.013 -0.019 -0.029
H -6.58165 0.58480 -1.98750 0.048 0.010 0.081
H -3.61345 -1.92677 -2.85219 0.039 0.020 0.017
H 5.86608 0.27250 -4.50625 0.053 -0.057 -0.050
H -0.78794 2.12226 1.51236 -0.039 0.081 0.260
H -3.11805 0.21993 -3.97086 0.053 0.008 0.076
H -0.56813 0.45508 -3.47379 -0.044 -0.017 -0.122
H -4.85176 -2.02715 1.52150 -0.028 -0.048 0.047
H -3.05824 1.05133 -2.38444 0.022 -0.063 -0.052
H 1.64842 -2.49052 0.03324 -0.139 -0.240 -0.040
H 4.04181 3.90881 -3.20983 -0.020 0.085 -0.005
H -5.72014 -1.70358 -1.62947 -0.002 0.016 0.075
H -0.72932 -1.86065 1.09099 -0.029 0.086 0.049
H 2.06239 -0.42391 4.22395 -0.071 -0.025 -0.181
H -5.12590 1.27504 -1.20794 -0.063 -0.053 -0.021
H -2.40370 -2.38596 -0.26341 0.000 -0.061 -0.036
H 4.35050 2.08840 0.57431 0.029 0.065 0.033
H 1.04667 -0.03146 -2.95486 0.092 -0.014 -0.074
H -3.99983 -3.12881 -0.46795 0.100 0.030 -0.032
H -5.72029 -0.81288 -0.08178 -0.082 -0.011 0.004
H 3.67318 1.53520 2.11771 0.022 0.030 0.001
H 5.51533 2.70055 -4.77359 0.038 0.047 -0.073
H -3.86128 -0.30652 2.70574 0.073 0.009 -0.132
H -3.34229 -2.82046 1.93820 -0.083 -0.042 0.052
H 4.76401 -0.93382 -2.64288 0.017 -0.081 0.014
H -3.24715 0.06564 1.06781 0.014 0.004 0.135
H 2.92528 2.70299 -1.37993 -0.092 0.038 0.099
H -0.18254 3.03107 -0.96492 0.038 0.205 -0.164
```
Forces are in eV/Å.

**Kohn-Sham gap**: 8.26 eV
**E_LUMO**: -0.22 eV

=====

# 3
# C27H30N5SeTl

C27H30N5SeTl as an isolated structure (ωB97M-V/def2-TZVPD, the Open Molecules 2025 dataset).

The geometry in XYZ format:
```
64
Properties=species:S:1:pos:R:3:forces:R:3
Tl -17.27961 -1.44899 -1.38999 0.197 0.286 -0.206
Se -16.37057 -2.49866 1.37700 0.123 -0.100 0.378
N -16.81984 -4.41965 3.43746 0.226 -0.431 0.114
N -16.79213 -3.60744 -2.56889 0.600 0.216 -0.301
N -18.01069 -2.66568 3.76672 -0.256 -0.126 0.587
N -15.77244 -5.08119 -4.06718 -0.234 0.135 -0.072
N -14.50447 -3.44194 -3.11103 -0.250 0.688 0.351
C -14.74414 -4.27698 -6.15687 0.360 -0.180 0.091
C -14.86489 -1.42864 -1.66796 -0.130 -0.035 0.001
C -12.06709 -0.98320 -1.99960 -0.544 0.395 0.198
C -20.41376 -5.55524 -3.34313 -0.550 -0.234 -0.231
C -17.45901 -4.60579 4.65920 0.121 0.656 -0.704
C -14.05126 -2.25167 -2.44431 0.012 -0.544 -0.134
C -13.37098 -5.84896 -7.38968 0.030 0.139 0.046
C -19.97894 -4.58380 -4.22282 0.345 0.324 0.131
C -17.13815 -3.22125 2.89536 -0.018 -0.145 0.309
C -18.00110 -4.26714 -2.83330 -0.369 -0.218 -0.423
C -18.20895 -3.50536 4.87423 0.281 0.149 -0.720
C -15.95200 -5.38703 2.78565 0.077 -0.277 0.004
C -14.34354 -6.52888 -5.33019 0.027 0.171 0.026
C -14.19128 -0.36253 -1.05703 -0.436 0.174 0.233
C -15.73153 -3.97520 -3.23079 -0.384 -0.395 0.285
C -12.83548 -0.13886 -1.19893 0.478 -0.053 -0.137
C -13.57566 -6.82816 -6.43606 0.169 -0.095 -0.125
C -11.83337 -2.93835 -3.51292 -0.098 -0.071 0.044
C -14.90541 -5.26946 -5.18471 -0.371 0.090 0.045
C -12.67575 -2.04372 -2.64196 0.280 0.089 0.058
C -17.63758 -5.59200 -0.74201 0.220 0.277 -0.135
C -18.77817 -3.93292 -3.94515 0.127 -0.112 -0.122
C -15.33977 -2.90939 -6.05939 -0.071 0.246 -0.064
C -18.45156 -5.25616 -1.95835 0.065 0.205 0.422
C -18.67916 -1.40315 3.52017 0.543 0.424 0.177
C -13.94427 -4.59671 -7.24168 0.101 0.107 -0.489
C -19.66357 -5.86252 -2.21990 -0.185 -0.253 -0.153
H -17.93563 -0.62141 3.30614 -0.193 -0.293 0.076
H -12.34107 0.68690 -0.70914 -0.068 0.158 0.141
H -14.53300 -7.24884 -4.55511 -0.002 -0.225 0.174
H -16.65987 -5.97796 -1.04763 0.025 0.093 0.117
H -13.12599 -7.80391 -6.56299 -0.047 -0.032 0.077
H -17.46333 -4.69206 -0.12559 -0.013 -0.379 -0.236
H -16.72068 -5.37157 -4.25335 -0.080 -0.163 0.098
H -18.38215 -3.17434 -4.60610 -0.130 0.152 -0.089
H -15.01627 -4.92700 2.46301 -0.131 0.065 0.173
H -11.83797 -3.97594 -3.15567 0.128 0.068 -0.028
H -16.43895 -5.79039 1.89926 -0.049 0.058 -0.037
H -19.31463 -1.50062 2.65645 -0.315 0.024 -0.302
H -19.25859 -1.11629 4.39450 -0.009 -0.111 -0.003
H -17.28150 -5.47328 5.25084 -0.035 -0.307 0.211
H -13.80221 -3.84737 -8.01929 0.038 -0.120 0.135
H -11.01173 -0.78569 -2.14204 0.027 -0.074 0.016
H -10.80706 -2.57240 -3.50428 -0.016 -0.149 -0.096
H -13.79917 -3.89694 -3.66050 -0.025 -0.135 -0.051
H -20.56704 -4.31464 -5.09457 0.113 -0.039 0.076
H -18.12807 -6.35577 -0.15218 -0.167 -0.159 0.188
H -20.02606 -6.62273 -1.54901 -0.056 -0.176 0.214
H -14.77358 0.32029 -0.42104 0.282 -0.171 -0.220
H -15.44690 -2.48115 -7.05981 0.056 0.004 0.156
H -16.32299 -2.92263 -5.59688 -0.088 -0.011 0.071
H -14.70923 -2.24569 -5.45593 -0.105 -0.033 -0.118
H -12.18743 -2.94984 -4.54946 0.084 0.003 -0.039
H -12.75447 -6.05492 -8.24490 0.123 -0.054 -0.271
H -18.84301 -3.25330 5.70330 -0.063 0.132 -0.060
H -21.34705 -6.08412 -3.54545 0.239 0.145 0.156
H -15.75671 -6.21451 3.47271 -0.005 0.227 -0.012
```
Forces are in eV/Å.

**Kohn-Sham gap**: 7.09 eV
**E_LUMO**: 0.56 eV

=====

Number 1: strongest force on any atom 3.18 eV/A. Number 2: strongest force on any atom 0.98 eV/A. Number 3: strongest force on any atom 0.97 eV/A.